C30H80O30S10 | the ωB97M-V functional and the def2-TZVPD basis

Geometry as XYZ:
```
150
Properties=species:S:1:pos:R:3:forces:R:3:lowdin_charge:R:1
S 0.33292 -0.05913 -1.16081 0.198 1.642 -0.277 0.599
S -2.36668 -5.66879 4.83759 0.017 -0.380 -0.337 0.578
S -0.92863 -1.70187 -5.70291 -1.135 -0.391 0.194 0.595
S 1.80864 4.43286 -4.04727 -0.434 1.094 0.300 0.607
S -0.18269 5.01768 0.65605 -0.469 1.296 0.093 0.615
S -4.26665 -1.71744 2.72409 -0.093 1.995 0.882 0.609
S -0.73199 -1.06731 7.99409 -0.644 -0.012 0.245 0.580
S 5.72981 -4.83345 2.45545 -0.228 -0.186 0.243 0.582
S -2.61868 3.74555 -4.06927 -0.490 -1.292 -1.233 0.609
S 4.49545 -3.44825 -3.33650 -0.951 0.367 0.259 0.596
O -1.57315 -2.64698 -6.83072 0.312 0.206 0.321 -0.266
O 1.16660 3.14604 -3.96934 0.425 0.267 -0.353 -0.282
O -4.15188 3.22537 -4.13635 0.572 0.587 0.285 -0.257
O 5.45296 -2.45125 -2.93792 0.074 -0.408 -0.461 -0.292
O -3.02044 -1.59468 3.45214 -0.438 -0.792 -0.472 -0.301
O 0.11043 -2.49691 -5.13590 -0.061 0.227 -0.048 -0.261
O 0.39960 -1.94215 8.08436 -0.318 0.776 -0.233 -0.264
O -0.50565 0.12923 9.01894 0.646 -0.434 -0.292 -0.278
O 1.61524 0.03109 -1.79207 -0.138 -0.241 0.599 -0.266
O -0.68523 -0.38394 -6.21936 0.117 -0.281 -0.158 -0.285
O -2.03974 -1.62443 8.22742 0.321 0.438 -0.435 -0.287
O -2.21192 -6.68037 5.84052 0.118 0.454 -0.455 -0.267
O 4.31114 -4.60162 -2.50645 0.043 0.142 -0.503 -0.274
O 2.20227 4.88269 -2.55162 0.047 0.007 -0.874 -0.275
O -4.28376 -2.17793 1.37288 0.264 -0.333 0.088 -0.260
O -3.51760 -5.70999 3.97270 0.225 0.257 0.030 -0.297
O -2.62207 5.02378 -4.70779 0.148 -0.148 0.277 -0.264
O 0.58951 -0.21766 0.41435 0.166 -0.285 -1.153 -0.255
O -1.03759 -5.69597 3.94977 -0.510 -0.040 0.488 -0.265
O 6.86024 -4.89673 1.58009 -0.027 0.230 0.179 -0.270
O 0.80846 4.23614 -0.02596 -0.303 -0.003 0.367 -0.276
O 4.84706 -3.54526 2.10821 0.264 -0.380 0.145 -0.270
O -2.11293 3.57650 -2.73955 0.019 0.239 0.105 -0.298
O -1.08974 4.43528 1.60526 0.719 0.121 -0.149 -0.277
O 4.77180 -4.00117 -4.83200 0.185 0.503 0.859 -0.262
O 2.90915 4.71112 -4.92984 -0.200 -0.713 0.329 -0.270
O 4.89369 -6.00122 2.55187 0.142 0.571 0.056 -0.283
O -0.60556 -1.03031 -1.63408 -0.233 -0.474 0.272 -0.285
O -4.91180 -0.23450 2.76721 -0.123 -0.699 -0.022 -0.267
O 0.55653 6.27139 1.38909 -0.373 -1.520 -0.108 -0.237
C 0.04919 -0.65277 2.65719 -0.757 0.169 0.430 -0.059
C -2.28387 -4.08845 5.62779 0.050 -0.348 0.534 -0.120
C -4.32878 0.77830 1.94277 -0.185 0.971 -0.310 -0.264
C -2.31159 -1.54764 -4.53322 1.670 -0.294 -0.743 -0.087
C -1.01591 -4.88970 2.72625 0.766 0.059 0.893 -0.209
C -0.65669 -0.10628 6.47492 0.901 -0.210 0.099 -0.103
C 3.45970 4.36400 -2.06376 0.461 -0.653 0.315 -0.247
C -1.94847 2.49129 -5.18166 -0.944 0.692 -0.186 -0.083
C 2.92923 -2.60548 -3.59678 0.218 -0.667 0.294 -0.117
C 0.55869 5.66400 -4.35427 0.240 -0.574 -0.350 -0.110
C -1.17076 5.91478 -0.52919 1.340 -0.652 -0.214 -0.091
C -4.99966 3.16730 -1.83526 0.478 0.538 -0.209 -0.059
C -3.03262 -3.15598 -8.66923 0.901 0.562 -0.307 -0.060
C 0.44543 -4.46206 2.52012 -0.374 -0.245 0.311 -0.039
C -4.61473 2.38481 -3.07513 -0.493 -1.441 0.156 -0.277
C -5.56020 -2.46042 3.67662 0.143 -0.344 -0.551 -0.096
C -2.38253 -2.04298 -7.86049 0.032 -0.052 -0.169 -0.266
C 1.74761 6.74959 0.77016 0.486 1.730 -1.310 -0.295
C 5.16393 -2.97740 -5.78411 0.280 -0.056 -0.437 -0.258
C -0.52604 -0.54306 1.25161 -0.618 -0.322 0.289 -0.251
C 3.45586 -2.29517 0.60495 -0.023 0.073 0.357 -0.039
C 4.19471 -3.59512 0.81265 -0.313 -0.934 -0.623 -0.250
C -1.60788 0.94619 9.45409 0.029 -0.146 1.061 -0.252
C 6.21833 -4.31901 4.08302 -0.142 0.225 0.655 -0.127
C 5.81702 -3.66503 -6.98294 -0.727 -0.518 0.485 -0.056
C -0.48033 1.55229 -1.23137 0.743 -0.431 0.574 -0.100
C 3.43564 2.85792 -1.85514 0.127 -0.264 0.340 -0.068
C -0.99293 2.16405 10.13861 -0.144 0.264 -0.350 -0.059
C -3.34512 1.65384 2.69357 1.141 -0.798 -0.262 -0.055
C 2.50611 7.59060 1.76424 0.171 0.019 0.634 -0.066
H 5.50440 -4.71252 -6.96144 0.304 -0.048 0.134 0.081
H -3.94966 1.52019 -2.93775 0.566 0.572 0.421 0.113
H -6.42922 -2.40275 3.02424 -0.049 -0.102 0.065 0.078
H -2.93838 -0.77132 -4.95490 -0.296 -0.024 0.260 0.047
H 2.01193 8.50702 2.09216 -0.517 -0.256 -0.136 0.080
H -1.73911 6.68204 -0.02010 -0.373 -0.233 0.009 0.080
H -2.37731 1.53546 -4.89481 0.478 -0.108 0.414 0.045
H -1.06332 -1.43485 0.91350 0.670 -0.329 -0.031 0.119
H -1.37813 -5.53516 1.93315 -0.246 0.261 -0.095 0.124
H -3.53340 -3.90912 -8.07080 -0.126 0.049 0.010 0.081
H -2.21276 -3.58943 -9.24610 -0.184 -0.482 0.145 0.082
H 5.86256 -2.31956 -5.27211 -0.075 0.167 -0.117 0.107
H -1.69555 -1.50762 -8.51710 -0.236 0.329 0.098 0.120
H -5.43291 4.10179 -2.19897 -0.389 -0.122 0.162 0.090
H -2.45869 2.72392 -6.11849 0.295 0.142 -0.109 0.079
H -5.74875 -1.91058 4.59172 0.291 0.039 0.057 0.081
H -5.28578 -3.50240 3.84418 0.025 0.017 0.094 0.069
H 4.28962 -2.41580 -6.11771 -0.122 -0.038 0.288 0.116
H 7.00759 -4.96558 4.45984 0.082 -0.098 -0.352 0.073
H 2.37736 -2.53945 -2.66079 0.299 0.033 0.158 0.055
H 1.02488 6.64077 -4.43877 -0.039 0.071 0.563 0.079
H -0.87048 2.51001 -5.29531 0.055 -0.027 0.310 0.061
H -1.18375 0.84349 6.51370 -0.496 -0.288 0.239 0.069
H 0.73245 -4.67375 1.49269 0.262 0.288 0.021 0.079
H -3.25926 -3.93729 6.08718 -0.004 0.050 -0.007 0.080
H -5.69807 2.63653 -1.19336 -0.088 -0.066 -0.115 0.077
H -0.81123 1.96035 11.19096 0.127 -0.046 -0.021 0.078
H -3.09523 -1.35340 -7.40197 -0.025 -0.025 -0.087 0.114
H -1.67874 5.12582 -1.08299 -0.526 0.315 0.077 0.043
H -2.41969 1.08054 2.82527 -0.114 0.027 0.280 0.050
H -2.12112 0.36965 10.22543 -0.326 -0.039 -0.316 0.120
H 3.64762 4.87000 -1.11963 -0.365 0.100 0.024 0.104
H 5.39111 -4.38991 4.78961 -0.233 -0.209 -0.355 0.072
H 2.67290 6.97696 2.65250 0.328 0.177 0.001 0.086
H -1.63200 -4.01186 2.92177 -0.291 -0.124 -0.521 0.086
H -1.54997 -4.23134 6.41953 0.073 0.297 -0.030 0.075
H -3.02423 2.49859 2.08218 -0.355 0.208 0.079 0.070
H 1.08104 -0.99348 2.67247 0.048 0.034 -0.268 0.077
H 2.33842 -3.23437 -4.25738 0.016 0.250 -0.239 0.057
H 5.39563 -3.31723 -7.92379 0.427 0.453 -0.037 0.073
H 0.59926 -3.42227 2.80573 -0.079 0.105 -0.398 0.052
H -0.44813 6.36464 -1.21337 -0.084 0.117 0.010 0.062
H -0.21869 5.51316 -3.61192 0.010 0.449 0.093 0.039
H -3.67760 -2.70392 -9.42239 -0.321 -0.066 0.208 0.081
H -0.04325 2.16173 -2.01972 -0.317 -0.420 -0.508 0.045
H 3.44613 7.96465 1.35622 0.128 -0.471 -0.094 0.083
H -3.88529 0.34544 1.04300 0.091 -0.160 0.115 0.110
H -0.92513 -0.70209 5.60625 -0.217 -0.068 0.125 0.048
H -0.02057 0.30969 3.16832 0.266 0.059 -0.082 0.078
H 4.29268 4.63516 -2.71535 -0.282 0.168 -0.271 0.116
H 4.01077 -1.51687 1.13078 -0.028 0.185 -0.259 0.091
H -1.31585 0.21173 1.14883 0.387 0.374 0.270 0.097
H -0.05357 2.44912 9.66611 0.012 -0.091 -0.031 0.080
H -1.76917 -1.27426 -3.62693 -0.472 0.172 0.217 0.038
H -0.22262 2.12039 -0.33777 -0.197 -0.296 0.224 0.049
H 1.09015 -5.01127 3.20571 -0.014 -0.331 -0.228 0.088
H -1.53860 1.32854 -1.29758 -0.082 0.390 -0.217 0.059
H 3.69162 2.28041 -2.74230 -0.007 0.157 -0.095 0.085
H -4.14170 3.48644 -1.24256 0.096 -0.295 -0.026 0.062
H 4.15345 2.60268 -1.07125 0.102 0.010 -0.134 0.089
H 2.37867 6.00701 0.28490 -0.214 -0.616 0.702 0.094
H -2.76728 -2.52780 -4.44988 -0.190 0.065 0.104 0.076
H 2.44984 -2.31766 1.02724 0.051 -0.095 0.086 0.054
H -1.64500 3.03674 10.07893 -0.140 -0.125 0.010 0.078
H -5.47203 1.82781 -3.46791 -0.281 0.708 -0.237 0.125
H 6.54056 -3.28022 4.11850 0.183 -0.072 -0.458 0.071
H -0.53815 -1.34281 3.26604 -0.062 -0.034 -0.190 0.044
H 3.13160 -1.60363 -3.95986 -0.094 -0.046 -0.225 0.074
H -2.04615 -3.25503 4.97317 -0.010 -0.161 -0.176 0.038
H -2.30496 1.15385 8.64330 0.183 0.129 -0.125 0.115
H 0.39910 0.16505 6.40263 0.008 -0.176 -0.072 0.075
H 2.47688 2.48208 -1.50521 -0.106 0.263 0.002 0.051
H 3.34875 -2.03134 -0.44539 0.196 -0.024 -0.023 0.065
H 4.91878 -3.83805 0.03220 0.250 0.520 0.110 0.105
H 3.53668 -4.46999 0.80206 -0.189 0.191 0.186 0.115
H -5.15836 1.39797 1.59368 -0.145 -0.216 0.103 0.118
H 6.89665 -3.59502 -6.90712 0.049 -0.068 -0.381 0.076
H 0.14073 5.46512 -5.34164 0.010 -0.322 0.061 0.076
H 1.48695 7.38951 -0.08965 -0.345 -0.024 0.193 0.124
H -3.66840 1.96113 3.68400 -0.322 0.142 -0.122 0.087
```
Forces are in eV/Å.

The relative energy (zero: lowest compared OMol25 entry of this formula, charge and spin) comes out at 1.342 eV. As for the SMILES: CCOS(C)(=O)=O.CCOS(C)(=O)=O.CCOS(C)(=O)=O.CCOS(C)(=O)=O.CCOS(C)(=O)=O.CCOS(C)(=O)=O.CCOS(C)(=O)=O.CCOS(C)(=O)=O.CCOS(C)(=O)=O.CCOS(C)(=O)=O. Its total charge is 0. Its LUMO energy is 0.0 eV. The value obtained for the HOMO energy is -10.2 eV.